[1]
The following is a DFT calculation (ωB97M-V/def2-TZVPD) of a structure of composition C3H7OP in a non-equilibrium geometry.

Electronic energy ... -14554.2112 eV
⟨S²⟩ ... 2.012
Multiplicity ... 3
Frontier orbital gap (alpha / beta) ... 0.2084 / 0.2406 Ha
E_HOMO (alpha / beta) ... -4.62 / -9.50 eV
Energy relative to the best compared isomer or geometry (same formula, charge and spin) ... 325.6 kJ/mol

Each line ends with the Mulliken charge.
CARTESIAN COORDINATES (ANGSTROEM)
P  -1.987  1.678  0.903  0.17
O  -0.475  1.691  0.520  -0.28
C  0.921  -0.427  1.189  -0.72
C  0.636  0.141  -1.296  -0.91
C  0.548  0.272  0.158  0.22
H  1.516  -1.314  1.034  0.28
H  0.685  -0.172  2.204  0.27
H  1.284  0.907  -1.717  0.25
H  -2.569  0.918  -0.133  0.07
H  -0.354  0.255  -1.741  0.22
H  1.026  -0.847  -1.546  0.35
H  -2.080  0.592  1.798  0.07

Cartesian forces (eV/Å) of the 2 atoms listed first:
P 0.7226 -1.4450 -0.4655
O -1.6385 1.9686 0.4986


[2]
The following is a DFT calculation (ωB97M-V/def2-TZVPD) of a cluster of 2 separate species, C2H7S2 in total in a non-equilibrium geometry.

Electronic energy ... -23858.5164 eV
Net charge ... -1
Frontier orbital gap ... 0.2169 Ha
E_HOMO ... -2.64 eV
Energy relative to the best compared isomer or geometry (same formula, charge and spin) ... 67.4 kJ/mol

Each line ends with the Mulliken charge.
CARTESIAN COORDINATES (ANGSTROEM)
S  1.976  -2.439  -0.647  -0.90
S  -1.378  0.644  0.905  -0.14
C  -1.312  -0.644  -0.439  -0.73
C  0.183  1.465  0.582  -0.67
H  -2.314  -0.733  -0.848  0.31
H  0.662  1.170  -0.351  0.24
H  2.751  -1.413  -0.037  -0.06
H  -0.635  -0.377  -1.249  0.24
H  0.027  2.580  0.631  0.25
H  -0.811  -1.464  0.050  0.25
H  0.851  1.211  1.405  0.23

Cartesian forces (eV/Å) of the 2 atoms listed first:
S 0.8625 1.2526 0.6944
S -0.3315 -0.2753 -1.2074


[3]
The following is a DFT calculation (ωB97M-V/def2-TZVPD) of an isolated molecule of C3H6N2O2.

Electronic energy ... -10280.7301 eV
SMILES ... [H]/N=C/O/C=C(\N)O
Frontier orbital gap ... 0.3415 Ha
E_HOMO ... -8.47 eV
Energy relative to the best compared isomer or geometry (same formula, charge and spin) ... 392.4 kJ/mol

Each line ends with the Mulliken charge.
CARTESIAN COORDINATES (ANGSTROEM)
O  1.035  0.471  0.875  -0.35
O  -2.122  -0.880  1.145  -0.53
N  -1.600  0.663  -0.493  -0.34
N  1.525  -0.282  -1.254  -0.65
C  0.025  -0.526  1.013  -0.60
C  -1.271  -0.196  0.462  0.50
C  1.772  0.444  -0.240  0.15
H  -0.870  0.955  -1.130  0.23
H  2.604  1.149  -0.151  0.39
H  0.353  -1.463  0.556  0.21
H  -2.569  0.880  -0.674  0.25
H  2.261  -0.159  -1.947  0.22
H  -1.142  -1.055  1.838  0.53

Cartesian forces (eV/Å) of the 2 atoms listed first:
O 0.2136 -0.0158 -0.0481
O -0.1312 0.0977 0.0482